Here is one molecule with the formula C4H7NO from OMol25. Energies are from ωB97M-V with the def2-TZVPD basis set.

Output
- LUMO energy: 0.875 eV
- Multiplicity: 1
- Net charge: 0
- SMILES: CN1CCC1=O
- Energy: -7798.702 eV
- HOMO-LUMO gap: 10.25 eV

Geometry (Å):
C -1.792 0.399 -0.093
N -0.379 0.146 -0.046
C 0.408 -1.081 -0.002
C 1.670 -0.190 0.096
C 0.689 0.994 0.053
O 0.761 2.200 0.092
H -2.274 0.225 0.877
H -1.934 1.447 -0.372
H -2.271 -0.237 -0.845
H 0.329 -1.687 -0.912
H 0.209 -1.707 0.876
H 2.231 -0.269 1.029
H 2.353 -0.240 -0.755

=====

Here is one molecule with the formula C8H6O2S2 in a non-equilibrium geometry from OMol25. Energies are from ωB97M-V with the def2-TZVPD basis set.

Output
- LUMO energy: -1.720 eV
- Multiplicity: 1
- Net charge: 0
- Energy: -34155.910 eV
- HOMO-LUMO gap: 7.21 eV

Geometry (Å):
C 0.581 -2.028 -0.186
C 1.447 -0.923 -0.280
C -0.718 -1.856 0.283
C 0.915 0.376 0.023
C -1.184 -0.613 0.589
C -0.467 0.516 0.298
C -2.667 -0.340 0.998
C -0.981 1.834 0.646
O -3.377 -1.344 0.954
O -2.954 0.827 1.284
S -0.701 2.531 2.168
S -1.311 2.967 -0.728
H 0.957 -3.021 -0.235
H 2.455 -1.008 -0.470
H -1.299 -2.748 0.696
H 1.704 1.140 -0.263
H -1.794 3.462 1.862
H -2.176 2.162 -1.373

=====

Here is C18H27N3O4RhS as an isolated structure in a non-equilibrium geometry from OMol25. Energies are from ωB97M-V with the def2-TZVPD basis set.

Output
- LUMO energy (alpha / beta): -14.987 / -14.746 eV
- Multiplicity: 1
- Net charge: +3
- Energy: -45570.922 eV
- HOMO-LUMO gap (alpha / beta): 1.78 / 2.00 eV

Geometry (Å):
Rh -0.296 0.660 -1.997
C 0.782 1.942 -6.523
C 1.019 2.090 -5.017
C 2.370 1.551 -4.552
C -0.131 1.468 -4.281
C -0.416 0.080 -4.431
C -1.599 -0.485 -3.944
C -2.548 0.301 -3.234
C -3.852 -0.251 -2.817
C -2.211 1.662 -2.984
C -1.036 2.240 -3.506
H 1.527 2.513 -7.077
H -0.209 2.299 -6.800
H 0.874 0.903 -6.845
H 1.022 3.172 -4.810
H 2.549 0.528 -4.884
H 2.440 1.584 -3.460
H 3.172 2.159 -4.968
H 0.248 -0.530 -5.031
H -1.842 -1.511 -4.199
H -3.769 -0.791 -1.869
H -4.219 -0.980 -3.540
H -4.591 0.535 -2.681
H -2.942 2.299 -2.496
H -0.884 3.311 -3.407
C 0.801 -2.697 7.291
C -0.432 -1.918 7.063
S -0.073 -0.488 5.856
O 1.205 0.054 6.156
O -1.227 0.345 5.812
C 0.035 -1.245 4.154
C 0.725 -0.149 3.340
N 0.790 -0.403 1.913
C 0.166 0.310 0.959
N 0.534 -0.112 -0.257
C 1.437 -1.112 -0.090
C 1.608 -1.305 1.256
N 2.486 -2.263 1.883
O 3.234 -2.835 1.151
O 2.365 -2.392 3.081
C -0.798 1.412 1.152
H 0.621 -3.379 8.142
H 1.637 -2.080 7.626
H 1.095 -3.325 6.452
H -0.779 -1.366 7.939
H -1.246 -2.452 6.575
H -0.986 -1.439 3.837
H 0.635 -2.151 4.209
H 1.746 -0.026 3.723
H 0.192 0.795 3.479
H 1.915 -1.638 -0.899
H -1.614 1.122 1.813
H -1.208 1.692 0.166
H -0.318 2.295 1.577

=====

Here is C32H25ClCuN5O4PSSe2 as an isolated structure from OMol25. Energies are from ωB97M-V with the def2-TZVPD basis set.

Output
- ⟨S²⟩: 0.75
- LUMO energy (alpha / beta): 4.088 / 4.079 eV
- Multiplicity: 2
- Net charge: -2
- Energy: -257207.245 eV
- HOMO-LUMO gap (alpha / beta): 6.14 / 6.12 eV

Geometry (Å):
Cu -0.180 0.356 -0.196
Cl 0.338 0.326 3.058
C 2.050 0.492 3.265
C 2.514 0.577 4.576
C 3.869 0.673 4.829
C 4.770 0.681 3.769
C 4.293 0.601 2.474
C 2.926 0.511 2.187
P 2.392 0.394 0.415
C 3.092 1.921 -0.291
C 3.383 3.049 0.469
C 3.715 4.244 -0.151
C 3.773 4.321 -1.534
C 3.475 3.205 -2.299
C 3.119 2.018 -1.682
C 3.580 -0.923 -0.090
C 3.300 -2.197 0.411
C 4.099 -3.280 0.084
C 5.186 -3.111 -0.766
C 5.455 -1.857 -1.291
C 4.657 -0.767 -0.957
H 1.795 0.559 5.384
H 4.222 0.732 5.852
H 5.835 0.749 3.952
H 4.993 0.612 1.647
H 3.317 3.009 1.548
H 3.883 5.130 0.450
H 3.991 5.267 -2.015
H 3.443 3.273 -3.379
H 2.799 1.177 -2.289
H 2.436 -2.339 1.052
H 3.865 -4.259 0.484
H 5.808 -3.959 -1.029
H 6.292 -1.719 -1.965
H 4.883 0.209 -1.367
S -0.284 -0.099 -2.627
C -1.994 -0.130 -2.663
N -2.652 -0.174 -3.778
N -4.030 -0.465 -3.713
C -4.646 -1.550 -3.166
C -6.051 -1.617 -3.187
C -6.720 -2.717 -2.678
C -6.023 -3.789 -2.130
C -4.631 -3.732 -2.118
C -3.945 -2.645 -2.630
N -2.823 -0.121 -1.452
N -2.287 0.256 -0.417
C -3.151 0.287 0.738
C -4.252 -0.550 0.847
C -5.010 -0.515 2.006
C -4.674 0.357 3.036
C -3.569 1.189 2.909
C -2.794 1.151 1.758
H -4.589 0.169 -4.253
H -6.611 -0.780 -3.591
H -7.804 -2.732 -2.702
H -6.547 -4.641 -1.718
H -4.060 -4.545 -1.687
H -2.864 -2.634 -2.609
H -4.487 -1.230 0.038
H -5.862 -1.177 2.107
H -5.273 0.386 3.939
H -3.305 1.874 3.705
H -1.942 1.807 1.616
O 0.295 3.328 -2.028
Se -0.497 3.372 -0.605
O -0.230 4.745 0.238
O 0.157 2.117 0.393
O -2.087 3.015 -0.728
Se -1.332 -3.902 1.559
C -0.643 -2.452 0.753
N -0.154 -1.531 0.233

=====

Here is C5H3O6Pd as an isolated structure in a non-equilibrium geometry from OMol25. Energies are from ωB97M-V with the def2-TZVPD basis set.

Output
- ⟨S²⟩: 2.01
- LUMO energy (alpha / beta): -4.770 / -6.978 eV
- Multiplicity: 3
- Net charge: +1
- Energy: -20987.166 eV
- HOMO-LUMO gap (alpha / beta): 7.48 / 7.81 eV

Geometry (Å):
O 0.148 -3.175 -0.819
C -0.197 -2.084 -0.708
Pd -0.380 -0.066 -0.777
O 2.510 -1.196 -1.421
C 1.442 -0.765 -1.337
C 0.190 1.896 -0.459
O 0.478 2.977 -0.195
C -1.342 -0.204 1.055
O -1.750 0.749 1.654
C -1.651 0.182 -2.278
O -2.323 0.515 -3.148
H -1.482 -1.239 1.425
O 1.386 0.910 1.959
H 0.789 1.020 2.722
H 2.181 0.480 2.328

=====

Here is BrPb2 as an isolated structure in a non-equilibrium geometry from OMol25. Energies are from ωB97M-V with the def2-TZVPD basis set.

Output
- LUMO energy: -14.397 eV
- Multiplicity: 1
- Net charge: +3
- Energy: -80499.945 eV
- HOMO-LUMO gap: 3.65 eV

Geometry (Å):
Pb 3.566 0.617 0.719
Pb -2.984 -1.873 1.102
Br -0.583 1.255 -1.821

=====

Here is one molecule with the formula C2H4N2OS in a non-equilibrium geometry from OMol25. Energies are from ωB97M-V with the def2-TZVPD basis set.

Output
- LUMO energy: 0.171 eV
- Multiplicity: 1
- Net charge: 0
- SMILES: N/N=C/C(=O)S
- Energy: -18000.109 eV
- HOMO-LUMO gap: 9.70 eV

Geometry (Å):
C 0.122 0.632 -0.044
C 1.641 0.516 0.015
H -2.371 -1.203 -0.130
H -2.590 0.205 0.576
H -0.233 1.637 -0.129
H 1.368 -1.712 -0.079
N -2.020 -0.300 -0.124
N -0.686 -0.334 -0.003
O 2.243 1.586 -0.056
S 2.525 -1.026 -0.026

=====

Here is C36H29IrN9O6Se as an isolated structure from OMol25. Energies are from ωB97M-V with the def2-TZVPD basis set.

Output
- ⟨S²⟩: 8.87
- LUMO energy (alpha / beta): -0.432 / -2.701 eV
- Multiplicity: 6
- Net charge: 0
- Energy: -131680.252 eV
- HOMO-LUMO gap (alpha / beta): 6.00 / 5.21 eV

Geometry (Å):
Ir -0.061 1.235 1.441
O 0.575 2.577 -2.982
C -0.739 2.553 -3.311
C -1.060 2.533 -4.668
C -2.380 2.481 -5.069
C -3.406 2.447 -4.128
C -3.091 2.467 -2.786
C -1.764 2.525 -2.354
C -1.444 2.479 -0.910
O -0.207 2.535 -0.560
N -2.434 2.337 -0.044
N -1.912 2.163 1.217
C -2.582 2.609 2.228
C -2.033 2.656 3.550
C -2.890 2.810 4.645
C -2.385 2.959 5.916
C -0.996 3.011 6.113
C -0.129 2.907 5.055
C -0.631 2.701 3.767
O 0.253 2.594 2.784
H 0.608 2.633 -2.003
H -0.253 2.560 -5.386
H -2.614 2.467 -6.125
H -4.438 2.399 -4.444
H -3.867 2.433 -2.035
H -3.555 3.053 2.031
H -3.959 2.797 4.476
H -3.057 3.038 6.758
H -0.597 3.134 7.109
H 0.944 2.941 5.188
C 4.091 -4.055 -1.031
O 3.205 -4.576 -2.010
C 1.924 -4.792 -1.623
C 1.456 -4.580 -0.329
C 0.115 -4.758 -0.048
C -0.793 -5.125 -1.054
C -0.288 -5.410 -2.337
C 1.046 -5.242 -2.619
N -2.172 -5.095 -0.919
N -2.644 -4.690 0.249
C -2.515 -3.451 0.704
C -2.931 -3.207 2.039
C -2.570 -2.073 2.718
C -1.753 -1.089 2.130
O -1.314 -0.070 2.783
C -1.399 -1.261 0.758
N -0.615 -0.288 0.184
C -0.372 -0.313 -1.116
C -0.902 -1.291 -1.942
C -1.622 -2.320 -1.382
C -1.851 -2.356 0.003
H 5.047 -3.920 -1.532
H 4.215 -4.753 -0.200
H 3.736 -3.093 -0.649
H 2.119 -4.255 0.458
H -0.239 -4.576 0.956
H -0.982 -5.724 -3.105
H 1.437 -5.424 -3.610
H -3.494 -3.987 2.532
H -2.858 -1.929 3.750
H 0.256 0.470 -1.510
H -0.724 -1.233 -3.005
H -2.024 -3.103 -2.004
Se 1.528 -0.245 3.119
C 2.685 1.118 3.515
N 3.416 1.979 3.774
C 3.300 -0.107 -2.584
N 3.118 0.862 -1.510
C 3.590 2.114 -1.657
C 3.427 3.042 -0.703
C 2.639 2.688 0.439
N 2.097 1.470 0.574
C 2.425 0.468 -0.348
O 2.111 -0.690 -0.231
N 2.443 3.609 1.369
H 4.361 -0.297 -2.748
H 2.847 0.278 -3.498
H 2.812 -1.031 -2.289
H 4.109 2.319 -2.584
H 3.823 4.037 -0.815
H 2.882 4.505 1.271
H 1.909 3.414 2.190

=====

Q: The lowest net charge belongs to which entry?
A: C32H25ClCuN5O4PSSe2

=====

Q: Which of these has the lowest net charge?
A: C32H25ClCuN5O4PSSe2

=====

Q: Number 3 is which compound?
A: C18H27N3O4RhS

=====

Q: What is the multiplicity in the fourth record?
A: 2